Record 1
C4H7N | wB97M-V/def2-TZVPD

Calculated values
HOMO-LUMO gap, eV: 9.50
SMILES: C=N/C=C/C

The geometry in XYZ format:
```
12
Properties=species:S:1:pos:R:3:forces:R:3:lowdin_charge:R:1
H 0.89203 0.29050 1.02565 -0.11 -0.20 0.05 0.10
H 0.84802 -0.40235 -1.91351 -0.03 0.03 0.03 0.11
C 0.64358 -0.61565 -0.86634 -0.68 0.10 0.08 -0.22
N 0.62184 -1.84636 -0.38867 0.25 0.11 0.63 -0.02
H -1.23677 -1.45081 0.54459 0.13 0.26 -0.05 0.08
C -0.34425 1.66297 -0.15255 0.06 0.07 -0.07 -0.10
C 0.28852 0.33018 0.12613 0.26 -0.01 -0.27 -0.18
H -0.96938 1.64032 -1.04598 0.01 0.00 0.05 0.07
H 0.41504 2.44236 -0.28731 -0.04 -0.03 0.03 0.08
H 0.00574 -2.30715 1.58171 -0.02 -0.05 -0.01 0.07
H -0.96776 1.97411 0.68838 0.02 -0.03 -0.04 0.07
C -0.19662 -1.71812 0.68790 0.14 -0.25 -0.43 -0.05
```
Positions in Å, forces in eV/Å.

Record 2
C13H17ClF5O3Zr | wB97M-V/def2-TZVPD

Calculated values
HOMO-LUMO gap, eV: 8.47
Net charge: +1

The geometry in XYZ format:
```
40
Properties=species:S:1:pos:R:3:forces:R:3:lowdin_charge:R:1
C -1.58422 -1.17807 2.28590 0.01 -0.25 -0.42 -0.02
F -1.04727 -4.47053 -4.09097 -0.01 0.22 0.13 0.15
H 3.57766 3.59177 -1.62324 -0.36 0.04 -0.01 0.10
C -0.16050 -2.50871 -3.14445 0.43 -0.91 -0.10 -0.13
O -1.73195 0.07708 -1.18926 -0.13 0.47 0.14 -0.24
H 1.77768 -1.00023 3.28826 0.10 0.32 0.23 0.08
H -0.85930 0.46999 4.56237 -0.07 -0.59 0.12 0.09
F -3.91916 -1.51489 -1.90136 -0.20 0.27 -0.08 0.14
C 0.81781 -1.48262 3.15106 -0.20 0.36 -1.13 -0.01
H -0.44357 3.86812 -1.10541 0.00 0.55 -0.87 0.00
F 0.61941 -0.55796 -2.03676 0.44 0.35 0.29 0.05
C 3.02091 3.04690 -0.85383 0.62 -0.21 -0.64 -0.05
Cl -1.92841 2.98834 0.47069 -0.04 -0.55 0.07 0.55
H 0.25075 3.89161 0.53176 -0.08 -0.28 -0.37 0.02
O 0.15827 0.16753 1.39367 -0.09 -0.63 0.88 -0.39
C -0.41648 0.66786 3.59427 -0.04 0.92 -0.19 -0.03
C 2.66845 1.64978 -1.32417 -0.02 0.58 0.18 -0.24
H 3.72172 2.98251 -0.02036 -0.15 -0.02 0.21 0.09
H 0.50216 -1.94101 4.07762 -0.16 0.04 0.23 0.10
C -2.52262 -2.94344 -3.08834 0.38 -0.27 -0.18 -0.13
C -1.64073 -1.00446 -1.95964 0.28 -0.06 -0.69 -0.25
H 3.53012 1.06146 -1.63935 -0.01 -0.15 0.35 0.13
H 2.52881 0.92485 0.54015 -0.83 -0.04 -0.50 0.15
C -1.24532 -3.32553 -3.44137 0.30 -0.28 -0.61 -0.12
F -3.53340 -3.74077 -3.40003 -0.04 0.30 0.16 0.16
Zr -0.31704 1.03409 -0.18263 0.62 0.00 -0.16 1.70
C -0.24871 -0.50709 2.62414 -0.39 0.31 0.83 -0.62
H 2.11477 3.56650 -0.55463 0.24 0.20 -0.07 0.04
C -0.26217 3.29095 -0.23432 0.14 -0.10 1.17 -0.61
C -0.39470 -1.37624 -2.43649 -0.37 0.46 0.50 -0.13
H -1.48898 -1.87143 1.42311 0.12 0.40 0.43 0.10
H 0.99028 -2.26475 2.42485 -0.08 -0.39 -0.20 0.08
C -2.70179 -1.77589 -2.36494 -1.03 -0.50 0.62 -0.13
H -2.02465 -1.76349 3.09601 0.23 0.20 0.12 0.10
H 0.55236 1.14944 3.78772 -0.12 -0.24 -0.10 0.09
F 1.08642 -2.88746 -3.42335 -0.22 0.11 -0.19 0.14
H -1.05389 1.44848 3.13996 0.15 -0.37 0.06 0.07
H 1.96717 1.60519 -2.14750 -0.10 0.35 -0.35 0.11
H -2.29710 -0.39184 2.00958 -0.03 -0.16 0.04 0.09
O 1.93722 1.02396 -0.23876 0.75 -0.44 0.11 -0.23
```
Positions in Å, forces in eV/Å.

Record 3
C28H23BrDyF3N3O7S2 | wB97M-V/def2-TZVPD

Calculated values
2S+1: 6
HOMO-LUMO gap (spin up / spin down), eV: 7.63 / 7.63
Net charge: -1

The geometry in XYZ format:
```
68
Properties=species:S:1:pos:R:3:forces:R:3:mulliken_spin:R:1
C -5.33483 1.21536 2.89556 0.07 0.01 -0.03 0.00
H -1.19663 2.26491 -8.02587 0.00 -0.01 0.01 0.00
C -1.44904 4.91828 -8.19958 0.11 -0.28 0.45 0.00
Dy -0.50551 0.25142 -0.22875 -1.17 0.68 -2.13 4.91
H -0.77053 0.94692 -5.97544 0.00 0.00 0.00 0.00
O 1.12583 -1.95844 2.75246 0.05 -0.05 0.01 0.00
C -0.98531 3.63417 3.16004 0.18 0.47 0.07 0.00
C -3.09865 0.98671 3.74107 -0.07 -0.04 -0.03 0.00
H 4.04577 3.52809 0.68939 0.00 -0.01 0.00 0.00
O -2.65245 0.42331 -0.61019 0.58 -0.05 0.19 0.04
N -1.65641 5.53041 -9.15132 -0.01 0.03 -0.04 0.00
H -3.50696 -0.10952 -2.42319 0.00 -0.04 -0.01 0.00
H -0.19117 -5.39438 -1.29665 -0.01 0.00 -0.01 0.00
H -3.20096 -1.68482 -0.28056 -0.01 0.01 0.03 0.00
O 1.44418 0.36075 1.99491 0.16 0.12 0.28 0.00
H -1.63555 4.20829 2.50177 0.01 0.04 0.04 0.00
C -0.70474 2.64911 -4.67587 -0.01 -0.07 0.10 0.00
O -0.73272 -0.64923 1.80266 0.35 -0.23 0.85 0.02
H -6.39570 1.01951 2.98859 0.00 0.02 0.00 0.00
F -3.63436 -6.50789 -1.66960 0.05 -0.01 0.07 0.00
C -0.80513 4.04879 -4.62974 -0.02 0.03 -0.01 0.00
H -3.26244 1.61485 -2.19247 0.01 0.01 -0.01 0.00
N -1.33318 -2.26995 -0.85913 -0.13 0.01 0.13 0.00
C -3.49105 2.13276 1.64478 -0.06 0.10 0.00 0.00
H -4.55830 0.77852 -1.31132 -0.02 0.01 0.01 0.00
C 4.35240 0.71727 -1.17045 -0.09 -0.11 -0.07 0.00
C 2.99228 0.47230 -1.26575 -0.03 0.09 -0.10 0.00
C -4.46039 0.76185 3.87539 -0.02 0.02 0.00 0.00
C -2.58749 -2.55202 -0.49610 0.12 0.07 -0.16 0.00
C -1.04450 4.78809 -5.77198 0.03 0.02 0.12 0.00
H 0.02009 4.05661 3.17671 -0.03 -0.02 -0.01 0.00
H 6.19736 2.90633 0.13676 0.02 0.00 0.03 0.00
C -1.18790 4.14724 -7.00019 -0.11 0.29 -0.45 0.00
C -0.84604 2.02466 -5.92511 -0.02 0.00 -0.05 0.00
S -0.87570 1.96926 2.54933 -0.11 0.06 -1.06 0.00
H -2.39901 0.60703 4.47693 0.01 -0.02 -0.05 0.00
C -2.63705 1.68084 2.63328 0.11 -0.21 0.24 0.00
C -1.08567 2.76022 -7.06990 0.03 -0.13 0.03 0.00
F -3.33108 -6.59293 0.47125 0.04 -0.01 -0.13 0.00
C -0.50869 -3.28021 -1.11791 0.09 0.13 -0.06 0.00
C 4.74037 1.83538 -0.46086 0.28 0.06 0.04 0.00
C -2.20333 -4.88928 -0.71727 -0.04 -0.10 -0.08 0.00
C -3.51442 0.68618 -1.66036 0.02 0.00 0.08 0.00
H -1.38728 3.59431 4.17197 -0.01 0.03 0.00 0.00
C 2.45582 2.28138 -0.02396 -0.15 -0.04 0.06 0.00
C -0.48443 1.88580 -3.48984 0.09 0.07 -0.10 0.00
H -5.53222 2.23029 1.01322 0.00 0.00 0.00 0.00
C -2.72123 -6.30174 -0.69651 0.06 0.05 0.12 0.00
H -1.12265 5.86641 -5.72042 0.00 -0.01 0.01 0.00
C -0.30603 1.22894 -2.46867 -0.19 0.27 -0.65 0.02
H -4.08498 -4.03451 -0.10928 0.01 -0.01 -0.02 0.00
O -0.58019 2.20644 1.04825 -0.29 0.02 1.15 0.00
F -1.74612 -7.21100 -0.87455 -0.11 0.04 0.02 0.00
H 5.07946 0.06884 -1.63434 0.00 0.02 -0.01 0.00
C -3.06310 -3.84856 -0.41237 -0.12 0.00 0.05 0.00
O 6.07509 2.09795 -0.37085 -0.14 0.00 0.00 0.00
H 1.66614 2.85693 0.44113 -0.01 -0.01 0.00 0.00
O 1.01883 -1.33430 0.37292 0.36 -0.39 0.28 0.01
C -4.85125 1.89783 1.78609 -0.02 -0.05 0.00 0.00
S 0.78229 -0.93149 1.80789 -0.01 -0.67 0.79 0.01
C 3.77605 2.64623 0.12124 0.00 0.02 -0.02 0.00
N 2.05299 1.21002 -0.71017 0.07 -0.21 0.04 0.01
H -3.09790 2.64447 0.77753 0.04 -0.08 -0.04 0.00
H -4.83439 0.21966 4.73430 -0.01 -0.01 -0.01 0.00
Br 2.45440 -0.99268 -2.34939 0.05 0.10 0.01 0.00
C -0.89787 -4.60918 -1.07265 0.00 -0.03 -0.01 0.00
H -0.69854 4.54192 -3.67295 0.00 0.00 -0.01 0.00
H 0.51094 -3.00776 -1.35555 0.00 -0.02 0.03 0.00
```
Positions in Å, forces in eV/Å.

Record 4
C10H14NS | wB97M-V/def2-TZVPD

Calculated values
HOMO-LUMO gap, eV: 8.76
Net charge: +1
SMILES: [NH3+]/C(S)=C/CCc1ccccc1

The geometry in XYZ format:
```
26
Properties=species:S:1:pos:R:3:forces:R:3:lowdin_charge:R:1
H 0.69619 0.03799 -2.67065 -0.27 0.21 -0.14 0.11
H -2.84594 -2.21779 1.17887 -1.21 -1.26 2.22 0.13
H 3.44965 -0.79711 1.27100 0.39 0.30 1.61 0.10
C 1.11142 0.79721 -0.67001 -1.13 -0.16 -0.28 -0.21
H -3.30917 -1.12457 0.00124 -0.20 -1.03 0.16 0.19
H -2.47251 0.87781 -0.31311 0.52 -0.71 -0.06 0.15
H -0.64860 1.88338 -1.47848 1.14 0.24 0.22 0.13
H 0.55738 2.87041 -0.62812 0.67 1.69 0.05 0.10
H 0.64609 -0.49129 1.98265 -1.05 -0.40 -0.39 -0.11
C 2.07067 -1.18033 -1.60687 -1.37 0.37 -1.09 -0.07
H -1.40101 2.61813 0.90078 0.00 0.04 -0.23 0.15
H 1.78410 1.28673 1.23117 0.54 -0.15 0.42 0.12
H 2.20306 -1.86436 -2.38278 -0.19 -0.83 -1.55 0.10
C 2.76096 -1.47917 -0.49145 -1.11 2.06 0.21 -0.09
H -2.20384 -2.31697 -0.22772 1.44 -1.15 -1.73 0.15
C 2.73457 -0.59136 0.53082 -0.91 1.69 0.19 -0.06
C 0.07103 1.94980 -0.61680 -0.79 -2.30 -1.47 -0.10
C -1.67143 -0.58998 0.88078 3.56 -1.77 2.48 -0.54
S -0.54716 -1.14645 2.23892 -0.42 -0.05 -0.51 0.82
C -0.81228 1.75525 0.59011 1.28 0.17 1.60 -0.20
C 1.20747 -0.09829 -1.73470 0.67 0.10 0.33 -0.02
C -1.63561 0.59764 0.37480 -3.92 0.99 -2.38 -0.15
H -0.17162 1.44477 1.39050 0.37 0.63 0.94 0.07
C 1.87393 0.53486 0.45933 1.04 -0.28 -0.04 -0.09
N -2.54605 -1.68420 0.42971 -1.01 4.19 -0.76 0.23
H 3.28522 -2.33831 -0.44488 1.95 -2.59 0.19 0.09
```
Positions in Å, forces in eV/Å.

Record 5
C9H14FNO | wB97M-V/def2-TZVPD

Calculated values
2S+1: 3
HOMO-LUMO gap (spin up / spin down), eV: 5.21 / 6.71

The geometry in XYZ format:
```
26
Properties=species:S:1:pos:R:3:forces:R:3:mulliken_spin:R:1
F -0.40871 -2.85929 1.21416 0.98 0.06 0.18 0.11
H 0.36111 0.93059 -0.35581 0.05 -0.39 -0.27 0.00
C -1.45065 1.35578 2.28812 0.19 -1.27 -0.20 0.04
C -0.54931 -1.69098 0.42846 -2.07 -0.83 0.59 0.61
C 0.69507 0.65181 -1.36946 -3.63 -2.05 0.08 0.01
H 0.99844 -2.31387 -0.63686 1.03 0.01 -0.22 0.03
N -3.34409 -3.19808 0.61623 0.24 -1.58 1.27 0.01
H -1.20549 -0.65345 -1.77596 1.13 1.00 -0.75 0.00
H -3.62357 -4.09900 1.04162 0.37 1.58 -0.87 0.00
C -3.54734 -2.34067 -0.17138 -1.22 -0.72 -0.20 -0.01
C -1.33325 -0.73557 0.92613 2.06 -1.80 -0.93 0.34
H -1.08035 0.89151 3.21725 0.57 0.48 -0.21 0.02
C -0.07638 -0.70497 -1.82417 -0.72 1.21 3.92 0.01
H 2.38665 -0.38376 -1.86135 0.97 -1.59 -0.69 0.00
H -3.14875 0.24131 1.36412 1.10 -0.09 -0.54 0.09
H 2.51879 0.61689 -0.41383 0.60 0.01 -0.68 0.00
C -2.03099 0.23737 1.41980 -3.61 3.20 1.53 0.67
C 0.03290 -1.89897 -0.86791 0.65 -0.33 -1.66 -0.03
O -3.78791 -1.50220 -0.94465 0.39 0.61 -0.31 0.01
H -0.67968 1.80890 1.63792 -0.05 0.25 1.00 0.03
C 2.17254 0.55128 -1.45774 -0.40 1.36 1.12 0.00
H 2.55570 1.33556 -2.08827 0.59 0.23 -0.01 0.00
H -2.20838 2.07076 2.59621 -0.04 0.06 -0.38 -0.01
H 0.11917 1.31423 -1.97828 0.57 1.26 -0.74 0.00
H 0.24799 -1.06997 -2.73703 0.61 -0.17 -2.14 -0.01
H -0.38961 -2.66455 -1.54864 -0.36 -0.52 1.11 0.05
```
Positions in Å, forces in eV/Å.

Record 6
C2IN3O3 | wB97M-V/def2-TZVPD

Calculated values
HOMO-LUMO gap, eV: 10.07

The geometry in XYZ format:
```
9
Properties=species:S:1:pos:R:3:forces:R:3:lowdin_charge:R:1
I 2.72658 0.12334 0.07756 -0.27 0.18 0.00 0.93
N -0.42861 -1.77530 0.00133 -0.47 4.93 0.03 -0.32
O -0.62010 -2.22164 1.06799 -0.06 -0.88 0.70 0.13
C 0.79167 0.83665 0.01934 -0.04 0.12 -0.02 -0.82
C -0.41929 0.09330 0.00019 0.32 -2.17 -0.05 -0.14
O -0.87257 2.14365 -0.04714 -0.40 0.32 -0.02 -0.07
N 0.46169 2.09922 -0.00902 1.18 -0.30 0.04 0.04
O -0.22544 -2.21336 -1.06656 0.22 -0.85 -0.71 0.13
N -1.41393 0.91413 -0.04369 -0.48 -1.35 0.03 0.11
```
Positions in Å, forces in eV/Å.

Please write out number 6 again, unchanged.
C2IN3O3 | wB97M-V/def2-TZVPD

Calculated values
HOMO-LUMO gap, eV: 10.07

The geometry in XYZ format:
```
9
Properties=species:S:1:pos:R:3:forces:R:3:lowdin_charge:R:1
I 2.72658 0.12334 0.07756 -0.27 0.18 0.00 0.93
N -0.42861 -1.77530 0.00133 -0.47 4.93 0.03 -0.32
O -0.62010 -2.22164 1.06799 -0.06 -0.88 0.70 0.13
C 0.79167 0.83665 0.01934 -0.04 0.12 -0.02 -0.82
C -0.41929 0.09330 0.00019 0.32 -2.17 -0.05 -0.14
O -0.87257 2.14365 -0.04714 -0.40 0.32 -0.02 -0.07
N 0.46169 2.09922 -0.00902 1.18 -0.30 0.04 0.04
O -0.22544 -2.21336 -1.06656 0.22 -0.85 -0.71 0.13
N -1.41393 0.91413 -0.04369 -0.48 -1.35 0.03 0.11
```
Positions in Å, forces in eV/Å.

Copy entry 6 word for word.
C2IN3O3 | wB97M-V/def2-TZVPD

Calculated values
HOMO-LUMO gap, eV: 10.07

The geometry in XYZ format:
```
9
Properties=species:S:1:pos:R:3:forces:R:3:lowdin_charge:R:1
I 2.72658 0.12334 0.07756 -0.27 0.18 0.00 0.93
N -0.42861 -1.77530 0.00133 -0.47 4.93 0.03 -0.32
O -0.62010 -2.22164 1.06799 -0.06 -0.88 0.70 0.13
C 0.79167 0.83665 0.01934 -0.04 0.12 -0.02 -0.82
C -0.41929 0.09330 0.00019 0.32 -2.17 -0.05 -0.14
O -0.87257 2.14365 -0.04714 -0.40 0.32 -0.02 -0.07
N 0.46169 2.09922 -0.00902 1.18 -0.30 0.04 0.04
O -0.22544 -2.21336 -1.06656 0.22 -0.85 -0.71 0.13
N -1.41393 0.91413 -0.04369 -0.48 -1.35 0.03 0.11
```
Positions in Å, forces in eV/Å.

Copy entry 5 word for word.
C9H14FNO | wB97M-V/def2-TZVPD

Calculated values
2S+1: 3
HOMO-LUMO gap (spin up / spin down), eV: 5.21 / 6.71

The geometry in XYZ format:
```
26
Properties=species:S:1:pos:R:3:forces:R:3:mulliken_spin:R:1
F -0.40871 -2.85929 1.21416 0.98 0.06 0.18 0.11
H 0.36111 0.93059 -0.35581 0.05 -0.39 -0.27 0.00
C -1.45065 1.35578 2.28812 0.19 -1.27 -0.20 0.04
C -0.54931 -1.69098 0.42846 -2.07 -0.83 0.59 0.61
C 0.69507 0.65181 -1.36946 -3.63 -2.05 0.08 0.01
H 0.99844 -2.31387 -0.63686 1.03 0.01 -0.22 0.03
N -3.34409 -3.19808 0.61623 0.24 -1.58 1.27 0.01
H -1.20549 -0.65345 -1.77596 1.13 1.00 -0.75 0.00
H -3.62357 -4.09900 1.04162 0.37 1.58 -0.87 0.00
C -3.54734 -2.34067 -0.17138 -1.22 -0.72 -0.20 -0.01
C -1.33325 -0.73557 0.92613 2.06 -1.80 -0.93 0.34
H -1.08035 0.89151 3.21725 0.57 0.48 -0.21 0.02
C -0.07638 -0.70497 -1.82417 -0.72 1.21 3.92 0.01
H 2.38665 -0.38376 -1.86135 0.97 -1.59 -0.69 0.00
H -3.14875 0.24131 1.36412 1.10 -0.09 -0.54 0.09
H 2.51879 0.61689 -0.41383 0.60 0.01 -0.68 0.00
C -2.03099 0.23737 1.41980 -3.61 3.20 1.53 0.67
C 0.03290 -1.89897 -0.86791 0.65 -0.33 -1.66 -0.03
O -3.78791 -1.50220 -0.94465 0.39 0.61 -0.31 0.01
H -0.67968 1.80890 1.63792 -0.05 0.25 1.00 0.03
C 2.17254 0.55128 -1.45774 -0.40 1.36 1.12 0.00
H 2.55570 1.33556 -2.08827 0.59 0.23 -0.01 0.00
H -2.20838 2.07076 2.59621 -0.04 0.06 -0.38 -0.01
H 0.11917 1.31423 -1.97828 0.57 1.26 -0.74 0.00
H 0.24799 -1.06997 -2.73703 0.61 -0.17 -2.14 -0.01
H -0.38961 -2.66455 -1.54864 -0.36 -0.52 1.11 0.05
```
Positions in Å, forces in eV/Å.